Record 1
Below is C45H42FeN8O2P2S3 as an isolated structure, with properties calculated with ωB97M-V with the def2-TZVPD basis set.

```
103
Properties=species:S:1:pos:R:3:forces:R:3
Fe 0.070 -0.591 0.347 -0.214 0.044 0.388
C -5.679 -0.578 -6.126 0.170 0.065 -0.016
S -4.219 0.153 -6.900 -0.019 0.048 0.045
C -3.546 1.050 -5.476 -0.052 -0.162 -0.102
C -2.776 0.161 -4.506 0.019 0.059 0.142
C -2.294 0.991 -3.313 0.010 -0.177 -0.135
N -1.606 0.253 -2.236 0.312 0.067 0.079
P -2.400 -0.194 -0.789 -0.107 0.051 -0.325
C -3.904 -1.024 -1.412 0.133 -0.167 0.154
C -5.095 -0.369 -1.716 0.001 0.015 -0.046
C -6.152 -1.074 -2.276 -0.025 0.017 -0.026
C -6.031 -2.433 -2.533 0.014 0.013 -0.009
C -4.853 -3.098 -2.219 -0.005 0.006 -0.004
C -3.801 -2.395 -1.652 -0.011 0.005 0.005
C -3.064 1.356 -0.104 0.039 -0.066 0.078
C -4.017 1.269 0.912 0.013 -0.037 -0.017
C -4.476 2.413 1.543 0.004 -0.015 0.037
C -3.984 3.657 1.171 0.037 0.001 -0.007
C -3.029 3.751 0.170 0.003 0.011 -0.007
C -2.565 2.604 -0.461 0.012 -0.009 -0.030
P 0.085 -0.066 -2.175 -0.754 0.383 -0.363
C 0.868 1.547 -2.474 0.217 -0.257 0.271
C 0.984 2.168 -3.681 -0.107 0.039 -0.003
C 1.580 3.438 -3.810 0.013 -0.003 -0.081
C 2.122 4.088 -2.677 0.054 0.007 -0.029
C 2.062 3.526 -1.449 0.023 -0.107 0.037
C 1.382 2.211 -1.216 0.164 -0.240 0.058
C 0.353 -1.080 -3.662 0.155 -0.239 0.207
C -0.519 -2.158 -3.832 0.037 0.068 -0.009
C -0.374 -3.020 -4.906 -0.016 -0.023 -0.039
C 0.658 -2.828 -5.814 -0.013 0.017 0.040
C 1.551 -1.782 -5.632 0.016 -0.012 -0.004
C 1.409 -0.920 -4.555 -0.029 0.106 -0.003
H -6.194 -1.149 -6.896 -0.007 -0.003 0.033
H -6.340 0.207 -5.757 -0.021 -0.049 0.002
H -5.393 -1.244 -5.313 -0.076 -0.027 0.008
H -4.374 1.559 -4.975 0.048 0.045 -0.006
H -2.890 1.813 -5.900 -0.026 0.033 0.058
H -1.929 -0.280 -5.028 0.014 -0.059 -0.035
H -3.413 -0.658 -4.160 0.032 0.006 0.025
H -3.154 1.496 -2.870 -0.007 0.049 0.047
H -1.629 1.774 -3.684 0.032 0.105 0.073
H -5.200 0.690 -1.516 0.002 -0.016 -0.005
H -7.074 -0.559 -2.514 0.022 -0.010 0.011
H -6.859 -2.975 -2.973 0.020 0.009 0.020
H -4.763 -4.161 -2.406 0.010 0.027 0.013
H -2.882 -2.914 -1.390 -0.037 0.002 -0.026
H -4.395 0.297 1.212 -0.013 0.053 0.018
H -5.210 2.335 2.335 0.021 -0.010 -0.020
H -4.332 4.550 1.673 -0.017 -0.008 -0.019
H -2.647 4.720 -0.126 0.010 -0.014 0.019
H -1.822 2.691 -1.247 0.011 -0.013 0.001
H 0.607 1.674 -4.570 0.007 0.030 -0.008
H 1.641 3.906 -4.783 0.004 -0.024 0.021
H 2.612 5.046 -2.804 -0.031 -0.012 0.015
H 2.486 4.013 -0.579 0.013 -0.015 -0.031
H 0.515 2.386 -0.555 -0.007 0.045 0.080
H -1.334 -2.304 -3.133 -0.044 0.007 -0.021
H -1.075 -3.835 -5.042 0.044 0.020 0.022
H 0.770 -3.496 -6.658 -0.004 0.008 0.011
H 2.370 -1.642 -6.326 -0.026 0.004 0.004
H 2.124 -0.122 -4.404 -0.078 -0.078 -0.042
N 6.836 4.164 -4.035 -0.052 -0.036 0.071
C 6.107 3.231 -3.356 -0.005 -0.025 -0.029
C 6.053 3.253 -1.951 0.037 0.062 0.008
C 5.266 2.358 -1.268 -0.021 -0.108 -0.036
C 4.520 1.414 -1.976 -0.216 0.127 0.200
C 4.587 1.354 -3.362 -0.058 -0.030 -0.079
C 5.379 2.250 -4.047 0.032 0.049 -0.065
S 3.475 0.327 -1.108 -0.236 -0.053 -0.051
O 2.870 -0.573 -2.055 -0.023 0.150 0.054
O 4.153 -0.231 0.026 -0.067 0.124 0.121
N 2.188 1.218 -0.420 0.694 0.072 -0.176
C 2.362 1.404 0.987 -0.148 -0.113 0.072
N 1.768 0.461 1.711 0.194 -0.306 -0.420
C 1.992 0.472 3.023 -0.288 0.012 0.053
C 2.789 1.436 3.607 0.012 0.026 0.009
C 3.286 2.419 2.772 -0.004 0.039 -0.092
N 3.074 2.409 1.454 0.051 0.050 -0.133
H 7.470 4.754 -3.527 0.045 0.001 -0.018
H 7.032 4.030 -5.010 0.006 -0.011 -0.002
H 6.645 3.979 -1.406 -0.043 -0.008 -0.021
H 5.227 2.376 -0.187 -0.020 0.035 0.016
H 4.033 0.594 -3.899 0.038 0.062 0.070
H 5.444 2.196 -5.127 -0.013 0.021 0.038
H 1.482 -0.285 3.607 0.049 -0.014 -0.009
H 2.983 1.438 4.669 -0.018 0.015 -0.012
H 3.879 3.243 3.153 -0.029 -0.020 0.018
N 1.766 -7.602 2.355 -0.028 0.139 -0.018
C 1.492 -6.535 2.032 0.023 -0.091 0.042
C 1.142 -5.206 1.601 -0.042 0.020 -0.038
C -0.194 -4.834 1.491 0.013 -0.099 0.019
C -0.486 -3.565 1.035 -0.098 0.067 -0.049
N 0.461 -2.686 0.701 0.245 0.403 0.041
C 1.747 -3.040 0.825 -0.014 -0.002 -0.102
C 2.132 -4.289 1.269 0.041 -0.093 0.022
H -0.985 -5.521 1.756 0.001 0.007 -0.025
H -1.512 -3.231 0.930 0.017 0.019 0.033
H 2.488 -2.299 0.545 0.001 0.003 0.039
H 3.179 -4.544 1.355 -0.004 0.011 -0.031
S -1.434 1.830 4.022 -0.027 0.067 0.097
C -1.158 0.827 2.812 0.089 -0.147 -0.243
N -0.913 0.089 1.921 -0.119 -0.036 0.069
```
Positions in Å, forces in eV/Å.

## Properties
* multiplicity: 6
* ΔE to the lowest compared entry with this formula, charge and spin: 0.00 kJ/mol
* E: -148828.6372 eV
* maximum force: 0.92 eV/Å
* LUMO (spin up / spin down): -2.93 / -3.60 eV
* frontier orbital gap (spin up / spin down): 7.20 / 6.67 eV
* net charge: +1



Record 2
Below is C34H40Cl3N4O5PS6Sn as an isolated structure, with properties calculated with ωB97M-V with the def2-TZVPD basis set.

```
94
Properties=species:S:1:pos:R:3:forces:R:3
Sn -0.245 -0.264 -0.268 -0.337 0.305 0.704
Cl 2.078 -3.301 1.469 0.131 -0.241 -0.121
C 2.402 -1.758 2.255 0.000 0.185 -0.082
Cl 1.111 -1.354 3.387 -0.076 -0.031 0.194
H 2.436 -0.991 1.478 0.050 -0.112 0.240
H 3.342 -1.826 2.801 -0.159 0.025 -0.115
O -3.155 -6.507 -2.400 -0.245 -0.507 -0.151
C -2.677 -5.438 -2.101 0.143 0.377 -0.013
S -2.841 -4.695 -0.521 0.025 -0.045 0.130
C -1.873 -3.254 -0.824 -0.005 -0.249 -0.202
C -1.367 -3.102 -2.066 -0.376 -0.493 0.024
S -0.400 -1.820 -2.653 0.377 0.144 -0.559
S -1.749 -4.422 -3.193 0.039 0.092 -0.004
S -1.703 -2.195 0.538 -0.281 0.164 0.285
S -4.161 0.700 -3.260 0.491 0.188 0.303
C -2.975 1.957 -3.303 -0.347 -0.169 -0.152
C -2.040 1.749 -2.346 -0.212 0.517 -0.519
N -2.249 0.643 -1.595 0.472 -0.384 0.699
C -3.303 -0.002 -1.937 -0.595 -0.076 -0.424
H -3.041 2.747 -4.026 0.064 0.163 -0.078
H -1.186 2.363 -2.126 0.165 0.155 -0.078
H -3.632 -0.914 -1.481 0.029 -0.349 0.228
C 4.921 -1.835 -5.786 -0.232 0.050 -0.067
C 3.561 -1.203 -6.052 0.155 0.148 0.026
C 3.511 0.309 -5.814 -0.043 -0.159 0.231
C 4.052 0.809 -4.472 0.197 0.276 -0.115
N 3.590 0.032 -3.340 -0.172 0.383 -0.620
C 3.808 0.288 -2.038 0.377 -1.003 0.641
S 3.120 -0.753 -0.930 -0.283 -0.356 0.261
N 4.707 1.165 -1.538 0.222 0.636 -0.172
C 5.322 2.326 -2.152 -0.018 0.360 -0.311
C 6.147 3.066 -1.102 -0.035 -0.305 -0.009
C 7.154 2.180 -0.368 0.012 0.146 -0.139
C 8.099 1.415 -1.287 -0.140 0.093 0.235
H 4.871 -2.908 -5.965 0.102 -0.074 -0.024
H 5.211 -1.684 -4.750 0.104 0.002 0.127
H 5.684 -1.407 -6.436 0.131 0.020 -0.029
H 2.814 -1.694 -5.429 -0.091 -0.060 0.008
H 3.274 -1.378 -7.093 -0.085 -0.082 0.067
H 2.472 0.626 -5.914 -0.060 0.115 -0.056
H 4.094 0.819 -6.589 -0.107 0.020 0.012
H 3.742 1.854 -4.354 0.226 -0.090 -0.060
H 5.148 0.752 -4.497 -0.119 0.119 -0.032
H 2.755 -0.521 -3.486 0.135 -0.101 0.188
H 4.490 1.339 -0.562 -0.029 -0.281 -0.148
H 4.560 3.012 -2.536 0.136 -0.079 -0.060
H 5.965 2.011 -2.976 0.000 0.049 -0.005
H 5.443 3.488 -0.382 0.027 0.132 0.042
H 6.670 3.894 -1.589 -0.053 0.034 -0.026
H 6.610 1.463 0.246 0.035 -0.041 0.121
H 7.740 2.814 0.303 -0.017 -0.037 0.123
H 7.541 0.732 -1.920 -0.038 -0.132 -0.124
H 8.794 0.828 -0.691 0.144 -0.101 -0.023
H 8.673 2.090 -1.920 0.075 0.085 -0.114
N -1.322 0.755 1.373 0.097 0.065 -0.328
P -1.098 2.021 2.194 0.033 0.011 0.191
C -0.961 3.652 1.366 -0.036 -0.403 0.006
C -1.926 3.847 0.387 -0.083 -0.112 0.058
C -1.945 5.005 -0.361 -0.118 0.090 -0.097
C -0.978 5.971 -0.142 0.027 0.114 0.027
C -0.003 5.775 0.821 -0.011 0.245 0.016
C 0.010 4.619 1.579 -0.091 -0.125 0.216
C -2.520 2.344 3.318 0.230 -0.042 -0.162
C -2.728 3.549 3.976 0.061 -0.043 0.014
C -3.828 3.698 4.802 -0.046 0.135 0.128
C -4.719 2.648 4.964 -0.147 0.064 0.129
C -4.520 1.449 4.299 -0.146 -0.012 0.095
C -3.424 1.302 3.469 0.113 -0.029 -0.034
C 0.344 2.004 3.318 -0.214 -0.246 -0.016
C 1.601 1.993 2.723 -0.169 0.201 -0.066
C 2.730 1.771 3.484 0.171 0.006 0.053
C 2.608 1.516 4.844 0.135 -0.015 0.043
C 1.355 1.473 5.434 0.156 0.022 0.202
C 0.227 1.722 4.673 -0.134 0.194 -0.069
H -2.633 3.044 0.220 -0.140 0.029 -0.115
H -2.703 5.152 -1.120 -0.008 -0.017 -0.056
H -0.968 6.870 -0.738 0.014 0.131 -0.095
H 0.760 6.523 0.973 0.109 0.058 -0.032
H 0.780 4.462 2.323 0.009 0.033 -0.013
H -2.027 4.364 3.838 0.012 0.035 0.004
H -3.996 4.631 5.327 -0.003 0.035 -0.017
H -5.579 2.772 5.610 -0.064 0.000 0.056
H -5.222 0.636 4.434 -0.012 -0.037 -0.042
H -3.231 0.396 2.911 0.004 -0.135 -0.064
H 1.670 2.180 1.660 0.199 -0.063 -0.155
H 3.705 1.780 3.014 0.035 0.008 -0.012
H 3.493 1.336 5.440 0.037 -0.050 0.026
H 1.257 1.234 6.487 0.013 0.037 -0.005
H -0.753 1.702 5.130 -0.061 -0.068 0.060
O 2.791 3.004 -0.269 0.753 -0.170 0.962
Cl 1.820 3.177 -1.303 0.344 0.536 -0.628
O 1.594 4.570 -1.505 -0.227 0.937 -0.062
O 2.326 2.622 -2.522 0.193 -0.492 -0.875
O 0.612 2.522 -0.950 -0.942 -0.358 0.403
```
Positions in Å, forces in eV/Å.

## Properties
* ΔE to the lowest compared entry with this formula, charge and spin: 180.08 kJ/mol
* E: -169801.2266 eV
* maximum force: 1.25 eV/Å
* LUMO: 3.95 eV
* frontier orbital gap: 5.11 eV
* net charge: -2



Record 3
Below is C22H14Cl5N2OS2Sn as an isolated structure, with properties calculated with ωB97M-V with the def2-TZVPD basis set.

```
47
Properties=species:S:1:pos:R:3:forces:R:3
Sn -0.420 0.152 0.012 -0.168 0.006 0.457
C -2.607 3.074 2.534 -0.015 0.039 0.030
C -1.575 2.170 1.955 0.209 0.033 0.166
N -1.868 1.330 1.011 -0.233 0.136 -0.071
N -3.157 1.345 0.497 0.028 -0.051 -0.028
C -3.296 0.822 -0.656 0.049 0.105 0.046
S -2.038 0.078 -1.691 -0.068 0.032 -0.212
S -4.889 0.857 -1.413 -0.018 0.049 0.017
C -4.664 2.430 -2.341 0.076 -0.106 -0.092
C -4.430 3.642 -1.491 0.048 -0.039 0.044
C -5.416 4.135 -0.641 -0.006 -0.023 0.025
C -5.182 5.272 0.117 0.010 0.011 0.005
C -3.960 5.931 0.031 0.000 -0.020 0.016
C -2.970 5.441 -0.807 0.014 -0.026 0.043
C -3.204 4.296 -1.558 -0.001 -0.004 -0.011
C -0.196 2.198 2.464 -0.008 -0.015 -0.070
C 0.011 2.551 3.804 0.034 -0.025 0.008
C 1.279 2.601 4.342 -0.029 0.009 0.029
C 2.378 2.325 3.535 0.011 -0.009 -0.016
C 2.210 1.989 2.204 -0.030 0.079 0.077
C 0.935 1.921 1.660 -0.203 -0.026 -0.212
O 0.828 1.639 0.323 0.177 -0.145 -0.004
H -3.362 3.331 1.798 -0.005 0.018 -0.043
H -2.139 3.971 2.929 -0.024 0.006 0.002
H -3.114 2.556 3.354 0.004 -0.016 -0.012
H -5.587 2.493 -2.919 -0.018 0.044 0.026
H -3.843 2.290 -3.042 -0.046 -0.010 -0.048
H -6.370 3.627 -0.571 -0.005 -0.007 -0.008
H -5.957 5.653 0.768 -0.012 0.005 -0.004
H -3.788 6.829 0.610 0.001 0.001 0.002
H -2.020 5.954 -0.886 -0.003 -0.003 -0.002
H -2.434 3.922 -2.224 -0.001 0.001 -0.002
H -0.843 2.764 4.432 0.007 0.019 0.007
H 1.416 2.862 5.382 0.003 -0.005 0.003
H 3.377 2.374 3.948 0.003 -0.006 0.006
H 3.055 1.781 1.562 -0.003 0.015 -0.020
Cl 1.656 -1.544 -1.123 -0.018 -0.067 0.100
C 1.133 -2.261 0.385 0.067 0.100 -0.157
C 0.147 -1.573 1.074 0.232 -0.142 -0.157
C -0.321 -2.093 2.267 -0.007 -0.061 0.076
Cl -1.567 -1.272 3.126 -0.014 0.042 -0.022
C 0.207 -3.285 2.768 0.020 -0.004 -0.022
Cl -0.366 -3.926 4.246 -0.005 0.016 -0.008
C 1.208 -3.957 2.056 -0.024 0.030 0.006
Cl 1.854 -5.414 2.662 0.000 0.005 0.000
C 1.684 -3.445 0.843 -0.013 0.005 0.023
Cl 2.903 -4.248 -0.045 -0.013 0.005 0.007
```
Positions in Å, forces in eV/Å.

## Properties
* E: -118177.0810 eV
* maximum force: 0.49 eV/Å
* LUMO: -3.99 eV
* frontier orbital gap: 7.69 eV
* net charge: +1



Record 4
Below is one molecule with the formula C15H15NO4S, with properties calculated with ωB97M-V with the def2-TZVPD basis set.

```
36
Properties=species:S:1:pos:R:3:forces:R:3
O -0.117 -4.276 0.279 0.050 0.044 -0.048
C 0.287 -3.257 0.779 -0.214 -0.473 -0.158
O -0.082 -2.860 2.002 -0.005 0.357 0.469
C 1.221 -2.311 0.116 0.208 0.203 -0.114
C 1.691 -2.620 -1.159 -0.173 -0.057 0.259
C 2.554 -1.759 -1.815 0.056 0.146 0.051
C 2.938 -0.574 -1.207 0.070 -0.074 -0.128
C 2.463 -0.275 0.056 0.107 0.429 0.351
S 2.879 1.309 0.779 -0.264 0.421 -0.350
O 4.203 1.699 0.402 0.008 -0.048 -0.251
O 2.524 1.287 2.170 -0.164 -0.247 -0.179
N 1.838 2.272 -0.096 0.741 -0.305 0.384
C 0.437 2.201 0.254 -0.486 -0.368 -0.184
C -0.392 1.653 -0.922 -0.001 0.058 0.303
C -1.733 1.177 -0.442 0.012 0.046 -0.155
C -1.946 -0.169 -0.173 -0.003 0.024 0.001
C -3.167 -0.608 0.305 -0.028 -0.079 0.041
C -4.193 0.296 0.525 -0.077 -0.034 0.033
C -3.990 1.640 0.261 -0.075 0.059 0.038
C -2.768 2.076 -0.219 0.022 -0.038 0.005
C 1.617 -1.126 0.733 -0.086 -0.172 0.093
H -0.688 -3.507 2.395 0.117 -0.040 -0.289
H 1.367 -3.543 -1.616 -0.020 -0.061 -0.033
H 2.920 -2.007 -2.799 0.038 -0.008 -0.070
H 3.605 0.125 -1.687 0.086 0.039 -0.156
H 2.214 3.177 -0.320 0.325 0.112 0.039
H 0.354 1.523 1.107 -0.241 0.149 0.004
H 0.053 3.176 0.566 0.090 -0.084 0.087
H 0.159 0.825 -1.370 0.008 0.027 -0.030
H -0.508 2.434 -1.675 0.040 -0.031 -0.081
H -1.149 -0.878 -0.348 0.078 -0.057 -0.044
H -3.320 -1.659 0.502 -0.017 -0.096 0.014
H -5.147 -0.046 0.897 -0.078 -0.028 0.026
H -4.787 2.349 0.427 -0.066 0.057 0.012
H -2.616 3.126 -0.429 0.013 0.134 -0.042
H 1.277 -0.868 1.723 -0.072 -0.007 0.101
```
Positions in Å, forces in eV/Å.

## Properties
* ΔE to the lowest compared entry with this formula, charge and spin: 8.45 kJ/mol
* E: -36314.1240 eV
* maximum force: 0.89 eV/Å
* LUMO: -0.14 eV
* SMILES: O=C(O)c1cccc(S(=O)(=O)NCCc2ccccc2)c1
* frontier orbital gap: 9.16 eV